1.
This record from OMol25 describes a molecular structure, C27H30N8O6STa. The level of theory is ωB97M-V/def2-TZVPD.

ORCA input file:
```
! RIJCOSX wB97M-V def2-TZVPD def2/J DEFGRID3
* xyz 1 1
Ta -0.22530 -0.04542 0.63729
C 2.42617 -3.44454 -0.86613
O 2.95561 -3.13439 0.43195
C 2.12373 -3.42870 1.48009
C 2.45607 -4.39069 2.41188
C 1.62182 -4.64662 3.50066
C 0.44878 -3.94342 3.65790
C 0.09828 -2.94781 2.73349
C -1.11814 -2.20219 2.87571
N -1.42319 -1.15626 2.18338
N -2.65298 -0.60530 2.51682
C -2.93085 0.33995 1.68922
O -2.09484 0.62547 0.69935
C -4.15210 1.14984 1.79060
C -4.95875 1.04576 2.92293
C -6.10631 1.81179 3.02441
C -6.45632 2.67775 1.99624
C -5.65736 2.77796 0.86635
C -4.50422 2.01761 0.76018
C 0.94246 -2.69648 1.64535
O 0.61908 -1.77430 0.75080
H 3.22914 -3.89685 -1.44468
H 1.59342 -4.14304 -0.78818
H 2.07698 -2.53751 -1.36320
H 3.37951 -4.93969 2.28011
H 1.90047 -5.40550 4.21793
H -0.20476 -4.14394 4.49712
H -1.83657 -2.51864 3.62684
H -4.67595 0.36738 3.71579
H -6.73040 1.73532 3.90437
H -7.35524 3.27442 2.07652
H -5.93550 3.44697 0.06307
H -3.88350 2.08201 -0.12338
C 4.61991 -0.11954 -0.26598
N 4.04548 1.21441 -0.13642
C 4.86049 2.36782 -0.49986
C 2.71697 1.32715 0.04455
N 1.90964 0.31762 0.12329
N 2.23199 2.61377 0.16892
C 0.90692 2.97932 0.06964
N 0.71721 4.28037 -0.26668
N -0.04697 2.16231 0.33656
H 5.70065 -0.04001 -0.20163
H 4.35490 -0.57850 -1.22263
H 4.28981 -0.77001 0.54422
H 5.87227 2.02719 -0.69289
H 4.92061 3.09430 0.31414
H 4.49220 2.84906 -1.40903
H 2.37418 -0.57482 0.00625
H 2.89607 3.36469 0.09801
H 1.39719 4.69544 -0.88457
H -0.23102 4.53788 -0.49467
H -0.96469 2.54483 0.13301
O -1.25644 -1.72430 -1.29017
C -0.92261 -0.82228 -2.04725
N -0.39818 0.31480 -1.51799
S -0.02765 1.45161 -2.63225
O 1.38648 1.73405 -2.62380
O -0.89736 2.59214 -2.50975
C -0.49710 0.43975 -4.00441
C -0.45403 0.74757 -5.34674
C -0.91125 -0.22354 -6.23153
C -1.39542 -1.44424 -5.77101
C -1.43710 -1.73265 -4.41308
C -0.97727 -0.77092 -3.53206
H -0.08303 1.69994 -5.69938
H -0.89462 -0.02774 -7.29495
H -1.74718 -2.17554 -6.48583
H -1.81658 -2.67552 -4.04329
C 0.49385 0.66250 2.55692
H 1.26583 1.42755 2.50412
H 0.88513 -0.18954 3.12288
H -0.34855 1.07214 3.12458
*
```

Its highest occupied orbital energy is -10.8 eV. The lowest unoccupied orbital energy comes out at -3.2 eV. The HOMO-LUMO gap is 7.63 eV. The calculation puts the largest force on an atom at 0.39 eV/A.

Charges in e, computed with Löwdin, in the same order as the atoms:
1 Ta 1.8445
2 C -0.0421
3 O -0.1033
4 C -0.2277
5 C 0.0308
6 C -0.0578
7 C -0.0177
8 C -0.1329
9 C -0.0133
10 N -0.1031
11 N 0.1130
12 C -0.3856
13 O -0.2222
14 C -0.1506
15 C -0.0195
16 C -0.0655
17 C -0.0700
18 C -0.0689
19 C -0.0213
20 C -0.2317
21 O -0.2424
22 H 0.0958
23 H 0.1081
24 H 0.0766
25 H 0.1301
26 H 0.1124
27 H 0.1211
28 H 0.1464
29 H 0.1126
30 H 0.1086
31 H 0.1083
32 H 0.1073
33 H 0.1119
34 C -0.0136
35 N -0.1182
36 C -0.0222
37 C -0.3942
38 N 0.0418
39 N 0.1783
40 C -0.4749
41 N 0.1966
42 N 0.0171
43 H 0.0964
44 H 0.1084
45 H 0.0923
46 H 0.0951
47 H 0.0983
48 H 0.1033
49 H 0.0542
50 H 0.1289
51 H 0.1209
52 H 0.1197
53 H 0.0927
54 O 0.0462
55 C -0.4994
56 N -0.2130
57 S 0.6658
58 O -0.2898
59 O -0.2874
60 C -0.2085
61 C -0.0182
62 C -0.0430
63 C -0.0422
64 C 0.0170
65 C -0.1239
66 H 0.1276
67 H 0.1156
68 H 0.1148
69 H 0.1296
70 C -0.2165
71 H 0.0048
72 H 0.0210
73 H 0.0268


2.
This record from OMol25 describes 2 unconnected molecules or ions with the total composition C3H5NOS. The level of theory is ωB97M-V/def2-TZVPD.

ORCA input file:
```
! RIJCOSX wB97M-V def2-TZVPD def2/J DEFGRID3
* xyz 0 1
C 0.82856 2.22905 1.53607
C -0.08979 0.86195 -0.13185
C -0.23894 1.81892 0.85545
N 1.11956 -2.12713 0.19248
O 1.75384 2.50434 2.11651
S 2.84285 -1.64108 0.59346
H -0.90913 0.42597 -0.84783
H 0.86767 0.55925 -0.34441
H -1.11497 2.23190 1.10998
H 0.65242 -2.10596 1.08639
H 1.23912 -2.86865 -0.49059
*
```

Its highest occupied orbital energy (alpha / beta) is -9.3 / -6.5 eV. The lowest unoccupied orbital energy (alpha / beta) comes out at 0.5 / -1.5 eV. The HOMO-LUMO gap (alpha / beta) is 9.78 / 5.03 eV. The calculation puts the largest force on an atom at 5.01 eV/A. The energy above the lowest of the compared OMol25 structures with the same formula, charge and spin is 486.0 kJ/mol.

Charges in e, computed with Löwdin, in the same order as the atoms:
1 C -0.1894
2 C -0.0359
3 C -0.1831
4 N -0.3606
5 O 0.2257
6 S 0.4110
7 H 0.0954
8 H -0.0204
9 H 0.0664
10 H -0.0055
11 H -0.0035


3.
This record from OMol25 describes 6 unconnected molecules or ions with the total composition H12O6. The level of theory is ωB97M-V/def2-TZVPD.

ORCA input file:
```
! RIJCOSX wB97M-V def2-TZVPD def2/J DEFGRID3
* xyz 0 1
O -0.03514 0.18591 -1.40744
H -0.26627 -0.71964 -1.64311
H 0.83836 0.10848 -1.00745
O 1.11294 0.73127 1.87721
H 1.51325 0.53990 2.73285
H 1.69389 1.39568 1.48985
O 4.88716 0.41898 -0.88970
H 5.46959 0.35108 -1.65466
H 5.47411 0.29104 -0.13597
O -4.02101 -1.44478 -0.66809
H -4.16044 -1.71189 0.24744
H -4.22800 -0.50343 -0.67185
O -2.60913 3.35302 0.12306
H -3.47371 2.92702 0.12033
H -2.43502 3.53619 -0.80706
O -0.16787 -2.95633 0.52777
H 0.79559 -2.92955 0.53183
H -0.38832 -3.57293 1.23501
*
```

Its highest occupied orbital energy is -10.7 eV. The lowest unoccupied orbital energy comes out at 0.5 eV. The HOMO-LUMO gap is 11.21 eV. The calculation puts the largest force on an atom at 0.26 eV/A. The energy above the lowest of the compared OMol25 structures with the same formula, charge and spin is 184.2 kJ/mol.

Charges in e, computed with Löwdin, in the same order as the atoms:
1 O -0.0630
2 H 0.0284
3 H 0.0200
4 O -0.0564
5 H 0.0305
6 H 0.0339
7 O -0.0633
8 H 0.0333
9 H 0.0309
10 O -0.0598
11 H 0.0330
12 H 0.0277
13 O -0.0603
14 H 0.0260
15 H 0.0339
16 O -0.0586
17 H 0.0319
18 H 0.0319


4.
This record from OMol25 describes a molecular structure, C8H15N2OPb2. The level of theory is ωB97M-V/def2-TZVPD.

ORCA input file:
```
! RIJCOSX wB97M-V def2-TZVPD def2/J DEFGRID3
* xyz 3 1
Pb 5.50174 -3.73474 2.78303
Pb 7.33417 2.17433 2.47322
O 3.36202 0.16642 2.79239
H 2.42033 0.32277 2.58430
C 1.25045 2.21509 -5.46971
C 1.80094 1.98715 -4.01643
C 1.21181 0.91636 -3.11323
C 0.07906 0.16387 -3.63403
N -0.83008 -0.45663 -4.05963
H 0.17054 2.36227 -5.45453
H 1.56761 1.40476 -6.12612
H 1.63445 3.10939 -5.96049
H 1.68200 2.93664 -3.49449
H 2.87670 1.86004 -4.13757
H 0.84065 1.41718 -2.21908
H 2.03615 0.27091 -2.80996
C -3.60774 -1.42505 2.18491
C -3.42594 -1.23439 3.71481
C -1.95030 -1.09785 4.14364
C -1.13416 -2.28755 3.77322
N -0.46704 -3.17682 3.53275
H -4.65748 -1.32491 1.90899
H -3.17910 -2.35667 1.81556
H -3.15295 -0.61994 1.60780
H -3.89365 -2.05519 4.25853
H -3.98914 -0.34309 3.99139
H -1.87223 -1.03263 5.22888
H -1.60882 -0.16172 3.70185
*
```

Its highest occupied orbital energy is -16.1 eV. The lowest unoccupied orbital energy comes out at -14.5 eV. The HOMO-LUMO gap is 1.57 eV. The calculation puts the largest force on an atom at 3.40 eV/A. The energy above the lowest of the compared OMol25 structures with the same formula, charge and spin is 531.1 kJ/mol.

Charges in e, computed with Löwdin, in the same order as the atoms:
1 Pb 1.5763
2 Pb 1.5748
3 O -0.2425
4 H -0.0165
5 C -0.0843
6 C -0.2449
7 C -0.2034
8 C -0.1981
9 N 0.1791
10 H 0.0773
11 H 0.0787
12 H 0.0734
13 H 0.1016
14 H 0.0976
15 H 0.1150
16 H 0.1109
17 C -0.1007
18 C -0.2438
19 C -0.1845
20 C -0.2396
21 N 0.1129
22 H 0.0772
23 H 0.0696
24 H 0.0674
25 H 0.1116
26 H 0.1096
27 H 0.1146
28 H 0.1108


5.
This record from OMol25 describes a molecular structure, C20H20N5Sc. The level of theory is ωB97M-V/def2-TZVPD.

ORCA input file:
```
! RIJCOSX wB97M-V def2-TZVPD def2/J DEFGRID3
* xyz 2 1
Sc 1.07145 0.16183 -0.49880
N -2.82854 2.16572 -0.70815
C -1.61457 1.78791 -0.39066
N -0.89542 0.93293 -1.10245
C -1.47689 0.33804 -2.24059
N -0.84388 -0.56770 -2.91415
N 0.38600 -0.83119 -2.35822
C 1.19681 -1.58775 -2.99214
C 2.51685 -1.80057 -2.38140
C 3.44818 -2.66335 -2.91367
C 4.67102 -2.81448 -2.26175
C 4.91273 -2.10054 -1.10278
C 3.92865 -1.24729 -0.62603
N 2.75701 -1.08710 -1.24984
C -2.80795 0.75842 -2.64516
C -3.43670 0.25759 -3.78860
C -4.70343 0.68982 -4.11723
C -5.36248 1.62245 -3.31323
C -4.75927 2.12731 -2.17796
C -3.48406 1.68790 -1.85654
H -3.31145 2.82210 -0.10880
H -1.18470 2.20055 0.51485
H 0.92505 -2.04723 -3.93819
H 3.22254 -3.21144 -3.81832
H 5.41902 -3.48741 -2.65896
H 5.84553 -2.19509 -0.56599
H 4.07808 -0.67861 0.28422
H -2.91500 -0.46425 -4.40030
H -5.19136 0.30513 -5.00162
H -6.35648 1.95528 -3.57865
H -5.26804 2.84952 -1.55173
C 0.47059 -1.13397 4.75953
C 0.81502 0.26947 4.23177
C -0.27959 1.27030 4.63492
C 2.17692 0.72403 4.78105
C 0.88711 0.21133 2.77164
C 0.94741 0.15858 1.54855
H 0.41521 -1.09749 5.84762
H 1.23522 -1.85785 4.47901
H -0.49163 -1.47392 4.37715
H -0.33851 1.31068 5.72261
H -1.25360 0.96306 4.25293
H -0.05115 2.27193 4.26944
H 2.12198 0.76760 5.86885
H 2.44124 1.71461 4.41103
H 2.96508 0.02313 4.50672
*
```

Its highest occupied orbital energy is -14.7 eV. The lowest unoccupied orbital energy comes out at -7.5 eV. The HOMO-LUMO gap is 7.26 eV. The calculation puts the largest force on an atom at 0.20 eV/A. The energy above the lowest of the compared OMol25 structures with the same formula, charge and spin is 0.0 kJ/mol.

Charges in e, computed with Löwdin, in the same order as the atoms:
1 Sc 1.2607
2 N 0.1669
3 C -0.0989
4 N 0.0050
5 C -0.2481
6 N 0.1036
7 N -0.0899
8 C 0.0047
9 C -0.2345
10 C 0.0363
11 C 0.0192
12 C 0.0060
13 C -0.0702
14 N -0.0174
15 C -0.0834
16 C 0.0169
17 C -0.0216
18 C -0.0156
19 C 0.0157
20 C -0.1524
21 H 0.1840
22 H 0.1492
23 H 0.1560
24 H 0.1381
25 H 0.1365
26 H 0.1321
27 H 0.1288
28 H 0.1246
29 H 0.1253
30 H 0.1279
31 H 0.1303
32 C -0.0333
33 C -0.6239
34 C -0.0387
35 C -0.0349
36 C -0.1051
37 C -0.1335
38 H 0.0978
39 H 0.0917
40 H 0.0914
41 H 0.0976
42 H 0.0877
43 H 0.0885
44 H 0.0978
45 H 0.0909
46 H 0.0904


6.
This record from OMol25 describes C6H12O2 in the gas phase. The level of theory is ωB97M-V/def2-TZVPD.

ORCA input file:
```
! RIJCOSX wB97M-V def2-TZVPD def2/J DEFGRID3
* xyz 0 1
C -2.02110 1.07104 -0.20605
C -1.27123 -0.24477 -0.32009
O -2.16847 -1.27900 -0.12152
O -0.44937 -0.42549 -1.32770
H -1.79272 -2.02459 -0.61233
H -2.64994 1.09997 0.68328
H -1.33302 1.91280 -0.20443
H -2.64951 1.14302 -1.09767
C 1.71347 -1.33159 -0.13892
C 1.51915 1.19646 -0.16644
C 0.93159 -0.11735 0.21843
C -0.11352 -0.20457 1.17403
H 1.83924 1.19613 -1.20668
H 1.10522 -2.22993 -0.05806
H 2.53543 -1.41203 0.58564
H 2.12950 -1.26397 -1.14208
H 2.40092 1.35705 0.46741
H 0.83330 2.02256 0.00622
H -0.33389 0.67708 1.76321
H -0.22506 -1.14283 1.70376
*
```

Its highest occupied orbital energy is -8.1 eV. The lowest unoccupied orbital energy comes out at 0.4 eV. The HOMO-LUMO gap is 8.47 eV. The calculation puts the largest force on an atom at 0.30 eV/A. The energy above the lowest of the compared OMol25 structures with the same formula, charge and spin is 298.6 kJ/mol.

Charges in e, computed with Löwdin, in the same order as the atoms:
1 C -0.0056
2 C -0.6588
3 O 0.0437
4 O -0.1137
5 H 0.1137
6 H 0.0886
7 H 0.0705
8 H 0.0952
9 C -0.0302
10 C -0.0216
11 C -0.3293
12 C -0.0256
13 H 0.0976
14 H 0.0924
15 H 0.1066
16 H 0.0943
17 H 0.1058
18 H 0.0796
19 H 0.0973
20 H 0.0996